Record 1
# C36H42CoFN5O3

A molecular structure, C36H42CoFN5O3 (ωB97M-V with the def2-TZVPD basis set, OMol25).

Element x y z (Å)
H 2.044755 -0.675181 -0.839010
H -5.434520 4.249763 -1.804611
H 1.972904 0.887987 5.127380
H 0.475384 -2.574572 4.041452
H 4.069045 -3.201792 1.870190
C -2.512437 1.098066 -1.639953
H -0.641223 -1.747208 -1.154971
H 3.443754 5.884448 4.536618
C -1.057421 0.606546 0.332589
C 1.754519 -2.665568 0.134222
H 3.558929 0.826594 5.839486
C -2.063256 -1.451973 -2.758938
C -0.762974 2.494583 2.076532
H 3.513909 5.381748 2.038236
C -2.100251 2.706070 0.005949
H 5.857178 0.311971 2.691938
N -3.565849 -0.863138 -4.656913
H 1.091305 -4.082201 -1.439281
C 3.177005 2.328476 3.259898
H 2.668634 -2.163406 -1.634154
C 3.506255 -1.317234 2.419015
H -6.538203 -2.128232 -5.552071
H 5.433722 -1.998227 2.076925
C -3.465644 -1.614663 -6.974781
H 4.042907 2.390709 0.434133
C 1.191069 -3.842297 -0.389728
H -5.952880 -0.598226 -6.115817
H -4.723020 -2.574491 -4.098687
H -3.465537 3.543228 -2.815485
H 5.291189 1.274692 4.103513
C -2.878426 -0.552743 -3.425801
H -2.902327 -2.181106 -7.724094
C 5.252051 0.322035 3.568092
C 3.298717 3.045648 0.780712
C -3.436862 3.437357 -1.741589
Co 1.115904 0.415591 2.169213
C -4.839506 -1.507384 -4.443815
C 2.979084 3.920351 5.026427
N 2.212851 -1.430959 2.249529
H 4.630215 -2.611637 3.529447
C 1.702836 -2.560265 1.524200
C 3.361817 4.614872 2.763082
N -2.690436 2.367907 -1.132862
C -4.873547 3.550743 -1.180053
H -3.617290 -0.521198 -7.274899
H 2.129591 -3.158889 4.263857
C 3.232109 4.937281 4.114818
O -0.138972 1.696994 2.845574
N -4.800890 -2.281379 -6.767945
H 0.093202 -5.618019 -0.023092
H -5.390814 2.625034 -1.206638
C 3.075376 2.576526 4.623227
C 1.123945 -3.421097 3.804057
H -5.359199 -2.281086 -7.642069
C 0.639897 -4.709862 1.771058
H -2.699923 -2.676188 -5.352533
H -5.514590 -1.075266 -3.702242
C 3.850986 0.029756 2.992494
C 2.511189 -1.692148 -0.689468
C -1.365752 1.875191 0.801562
O -0.899245 3.681165 2.194691
C -2.812549 -1.616921 -5.578214
H 3.619657 -1.552713 -0.400849
C -3.159452 0.699308 -2.863378
C 0.513669 -4.728679 0.390476
H -3.697042 1.422434 -3.430155
N 3.009338 0.975558 2.769331
H -2.935602 4.365725 -1.388735
F -1.797584 -2.704846 -3.182416
H 0.609474 -4.215554 4.341439
H 2.498001 1.930143 6.651255
H 5.679243 -0.394970 4.260805
C -1.685862 0.176852 -0.954628
H -4.696660 -3.306407 -6.454512
C -1.455404 -1.098061 -1.535939
H 0.190354 -5.511425 2.406294
H 2.331997 2.636051 0.542238
C 3.292793 3.316501 2.290798
H -5.017274 3.818012 -0.142391
C 4.451133 -2.361931 2.449085
O -0.169942 -0.147260 0.816805
H -2.291387 3.723983 0.433699
C -5.623572 -1.580935 -5.739137
H 2.961895 4.173552 6.072388
C 1.194503 -3.585406 2.349485
H 3.434295 3.946071 0.135511
C 2.744339 1.540651 5.608925
H -1.799602 -1.223427 -5.676797

Cartesian forces (eV/Å) of the 2 atoms listed first:
H 0.39 -1.07 0.29
H 0.03 0.03 0.18

Results
Kohn-Sham gap (spin up / spin down)   7.440 / 7.261 eV
2S+1   4
ΔE to the lowest compared entry with this formula, charge and spin   42.4 kJ/mol
Total charge   +2
Highest occupied orbital energy (spin up / spin down)   -12.6 / -12.6 eV

=====

Record 2
# C25H45Cl3N3O12P2

3 unconnected molecules or ions with the total composition C25H45Cl3N3O12P2 (ωB97M-V with the def2-TZVPD basis set, OMol25).

Element x y z (Å)
H 1.603069 -0.848411 -0.437987
H -3.169938 5.110670 4.281797
H -1.565986 -1.978223 4.957371
C 0.430241 -2.492992 1.325246
H -1.248236 5.594244 -1.156113
H -1.130103 1.731588 5.559030
C -1.442933 0.685927 5.217985
Cl -2.360146 3.037087 -0.913947
H 0.254508 5.642115 -0.099696
H 4.838205 -5.219338 -6.458614
C -4.641199 2.339006 -8.099965
H 0.171995 -3.028414 6.032266
H 5.062233 -5.617696 -4.727418
O -5.791272 2.262974 -7.264165
H -6.557980 0.000120 -6.039721
O 7.505894 -2.274533 -3.969979
H -5.102379 -0.520892 -6.923432
C -0.359839 4.947264 -0.790056
H 1.117814 -0.661730 6.145523
P 6.082494 -3.013930 -4.588691
C 8.621383 -3.103710 -3.674996
H -1.345739 4.224224 1.069196
N 0.849906 -0.146620 -0.434996
H 0.536304 2.328966 -0.736131
C -3.433549 2.690723 2.249310
P -5.572695 2.403822 -5.563073
O -3.770179 0.409591 4.309079
H -3.076381 1.847630 1.568769
H 0.115664 -0.345287 -1.130223
H -4.022093 3.568779 4.798478
O 4.581639 -3.630237 -5.163741
H 0.238082 4.556955 -1.681662
Cl 1.755404 3.545486 0.970995
C 0.233261 2.685876 0.316652
H -3.775452 1.854518 -7.638170
H -2.947585 -0.750743 6.861186
H 8.322689 -4.021933 -3.166220
C 4.772054 -3.540392 -2.368628
H -1.093403 -3.152954 3.636109
C -0.668833 1.691051 2.789934
C 2.012431 -2.689270 1.558540
C -0.740178 -2.191608 4.175768
H -4.400118 2.324667 2.768728
C 0.572952 -2.619026 5.024511
H -0.903411 -0.066119 5.889431
H -0.204661 -3.328894 1.769980
C 4.488577 -5.023119 -5.444934
O -4.770214 0.962706 -5.541030
C -0.865963 0.457214 3.719955
H 3.438084 -5.309676 -5.369256
O -3.508977 0.037721 6.627709
O -5.492743 2.489343 -3.847067
C -2.374157 3.178382 3.337684
H 0.272286 -2.549552 0.179570
H 9.289628 -2.544749 -3.014296
C -0.061460 1.499248 1.341579
C -0.497451 -0.964165 3.174925
H 9.168981 -3.337408 -4.593567
O 6.878711 -3.813840 -5.618742
O 2.711677 -2.017291 6.053584
C -2.980695 4.016063 4.591590
H -3.494035 1.906230 -3.699612
H 4.610927 -1.318194 6.822543
C -4.215438 2.584066 -3.238735
H 3.199447 -0.041997 6.570215
Cl 3.003673 -3.555478 0.253678
C -5.487447 -0.198378 -5.953053
H -4.323370 2.309142 -2.186184
N -1.056310 3.005947 3.301505
H 1.946174 -0.812018 4.500544
H -3.852684 3.615976 -3.284771
C 3.737029 -0.970366 6.168523
H -2.281730 3.982725 5.491392
C -0.967592 3.728972 0.114773
H -5.328319 -0.992338 -5.220949
O -4.608197 3.578870 -5.720009
H -4.413516 3.381952 -8.321091
O 5.894562 -3.858186 -3.182179
C 1.552853 -1.408664 5.393759
H 1.111373 -3.520313 4.537801
H -3.692645 3.587236 1.589541
O 2.652399 -2.287524 2.550826
H 4.079228 -0.737884 5.098597
C -3.010878 0.386880 5.313451
H 4.056214 -4.365179 -2.423986
H 5.104921 -3.420733 -1.336056
H 4.285527 -2.619058 -2.698374
N 0.047930 -1.124449 1.820238
C 0.270950 0.021777 0.923520
H -4.871265 1.819782 -9.031869

Cartesian forces (eV/Å) of the 2 atoms listed first:
H -0.57 0.43 -0.25
H 0.38 -1.63 0.50

Results
Kohn-Sham gap   6.649 eV
2S+1   1
Total charge   +1
Highest occupied orbital energy   -11.3 eV

=====

Record 3
# C3N2O3

A single C3N2O3 molecule (ωB97M-V with the def2-TZVPD basis set, OMol25).

Element x y z (Å)
C -1.654087 -0.234149 -1.165870
N 0.732052 0.880235 0.235646
O -0.508263 -0.941787 1.361376
C 1.835749 0.577471 0.662724
C -0.114788 -0.253947 0.499473
N -0.531701 -0.643730 -0.921485
O -2.707162 0.109071 -1.564608
O 2.978363 0.553491 0.800059

Cartesian forces (eV/Å) of the 2 atoms listed first:
C -1.63 0.09 -1.80
N -1.78 -1.66 2.28

Results
Kohn-Sham gap   10.835 eV
SMILES string   O=C=NC(=O)N=C=O
2S+1   1
ΔE to the lowest compared entry with this formula, charge and spin   87.4 kJ/mol
Highest occupied orbital energy   -11.0 eV

=====

Which of these has the highest 2S+1?
C36H42CoFN5O3

=====

2S+1 of number 2 (C25H45Cl3N3O12P2)?
1

=====

What is the 2S+1 in the first record?
4